Entry 1:
A molecular structure, C34H48As3N3O2Tl, computed with ωB97M-V/def2-TZVPD.

```
! wB97M-V def2-TZVPD RIJCOSX def2/J DEFGRID3
* xyz -1 1
Tl 0.3470 1.8285 -0.2052
As 0.3168 -1.7730 -0.1618
As -2.9089 -4.4672 0.7088
As -2.9202 0.2199 -1.2147
O 3.9487 3.8962 -2.2719
O 0.2240 4.3134 3.6159
N 1.7275 3.7788 0.4738
N 0.4085 2.3856 2.3365
N 2.6175 2.1761 -1.4623
C 2.0697 -2.2630 -0.8873
C -4.8794 0.0014 -1.2964
C -1.9275 0.7593 2.3662
C 0.2318 1.5072 3.4135
C 2.4664 0.8348 -3.4868
C -0.6788 -2.9392 -1.4156
C 1.2136 4.4783 1.4777
C -0.0413 -0.4009 5.4483
C 4.7907 -0.5088 -2.7614
C -2.4168 -1.3437 -2.3123
C 2.7663 5.6985 -0.4239
C -0.8880 0.6623 3.4497
C 2.9466 -0.2174 -4.2595
C 5.0754 0.9621 -0.7328
C 1.0698 0.4309 5.4054
C 2.2032 6.4552 0.5958
C 4.3371 0.5409 -1.9723
C -4.7393 -5.0099 0.2463
C -2.9096 -2.7370 -0.2471
C 2.4928 4.3395 -0.4553
C 1.4235 5.8454 1.5711
C -2.7216 -3.8104 -2.5110
C -2.1829 -2.6995 -1.5986
C 2.4487 2.2519 4.3653
C 1.2050 1.5565 -3.8775
C -3.3629 -3.6946 2.4533
C -2.8169 1.4820 -2.7119
C 0.5262 3.6867 2.5910
C 4.1020 -0.8975 -3.9023
C 3.0910 3.4143 -1.5140
C 3.1590 1.2135 -2.3288
C 0.3658 -2.9567 1.4136
C -1.0104 -0.2800 4.4648
C 1.2268 1.3784 4.4016
H -0.1466 -1.1350 6.2376
H 5.7008 -1.0265 -2.4766
H -3.4360 1.1556 -3.5494
H -0.2335 -2.5348 2.2206
H -1.7829 1.5826 -3.0411
H -3.7614 -4.4749 3.1017
H -0.1863 -2.8049 -2.3831
H 1.3985 -3.0170 1.7567
H 6.0222 0.4264 -0.6474
H -3.1604 2.4572 -2.3663
H 2.3918 7.5214 0.6436
H -2.1264 1.7979 2.1008
H 2.4065 -0.5021 -5.1567
H -5.3231 0.9980 -1.2927
H 2.2486 -1.7426 -1.8302
H -2.2188 -3.7833 -3.4801
H 1.3161 2.6344 -3.7541
H -0.4896 -3.9711 -1.1023
H 0.0091 -3.9593 1.1747
H -2.5535 -4.7998 -2.0762
H 3.4121 6.1176 -1.1822
H -3.7945 -3.6852 -2.6818
H 0.9944 6.3834 2.4040
H 5.2806 2.0330 -0.7516
H -5.4400 -4.2030 0.4665
H 1.8406 0.3402 6.1635
H -1.8875 -0.9198 4.4843
H -4.8004 -5.2579 -0.8126
H 2.7943 2.3892 3.3390
H -5.0139 -5.8918 0.8252
H -1.5896 0.2678 1.4470
H -5.1827 -0.5186 -2.2069
H -3.9582 -2.4479 -0.3708
H -4.1102 -2.9081 2.3368
H 3.2551 1.8120 4.9542
H -2.8617 0.2855 2.6760
H 0.9464 1.3442 -4.9160
H 2.1289 -3.3418 -1.0428
H 4.4804 0.7669 0.1631
H 0.3634 1.2502 -3.2484
H -5.2499 -0.5395 -0.4268
H 4.4692 -1.7133 -4.5128
H -2.4734 -3.2727 2.9199
H 2.8463 -1.9536 -0.1880
H -2.4594 -2.0123 0.4394
H -1.4997 -1.0464 -2.8297
H -3.1899 -1.4431 -3.0799
H 2.2273 3.2444 4.7640
*
```



Entry 2:
C4H6OS in the gas phase, computed with ωB97M-V/def2-TZVPD.

Summary:
- SMILES string = CC(=S)[C@H]1CO1

```
! wB97M-V def2-TZVPD RIJCOSX def2/J DEFGRID3
* xyz 0 1
S 2.2796 -0.9788 -0.1262
O -1.4690 -0.1768 -0.7704
C -0.3327 -0.8885 -0.3715
C -1.5152 -0.8132 0.4752
C 0.9086 -0.1078 -0.1359
C 0.9436 1.3745 -0.0741
H 1.9109 1.5952 0.4154
H -2.2832 -1.6230 0.5141
H -1.4587 -0.1985 1.4009
H 0.9116 1.9084 -1.0294
H -0.0766 -1.8384 -0.9345
H 0.1810 1.7470 0.6364
*
```



Per-record HOMO level, hartree: -0.1761 -0.3242
Per-record E_LUMO, eV: 2.314 -0.316
Per-record energy relative to the best compared isomer or geometry (same formula, charge and spin), kJ/mol: 42.44 216.38